Entry 1:
C11H17FeN5OS | ωB97M-V/def2-TZVPD

Values from the calculation:
* <S²>: 8.8204
* largest force on an atom: 3.40 eV/A
* spin multiplicity: 6
* charge: +1
* HOMO-LUMO gap (alpha / beta): 8.283 / 5.326 eV
* LUMO (alpha / beta): -2.9 / -5.8 eV

The geometry in XYZ format:
```
36
Properties=species:S:1:pos:R:3:forces:R:3
Fe -0.39621 0.18587 1.09279 0.44 -0.16 0.17
N 2.51859 0.09507 4.53139 0.21 -0.04 -0.29
C 1.90589 -0.01583 3.35079 -2.44 -0.03 0.66
S 0.17749 -0.28673 3.38719 -0.17 0.01 -0.14
N 2.58769 0.08267 2.25769 2.79 0.01 -1.94
N 2.00709 -0.00043 1.06169 -1.99 0.13 1.85
C 2.77299 -0.24333 0.04649 1.13 -0.14 -0.75
C 2.36609 -0.34743 -1.31251 -0.05 0.13 0.94
C 3.33649 -0.58413 -2.29481 0.24 -0.13 -0.66
C 3.00019 -0.67413 -3.62571 0.85 -0.06 0.75
C 1.66669 -0.53093 -4.02031 -1.01 0.17 0.34
C 0.68679 -0.31093 -3.08841 -0.01 -0.07 -0.69
C 0.99109 -0.21773 -1.70751 -0.56 0.18 0.65
O 0.07019 -0.02713 -0.84231 -0.27 0.03 -0.73
H 2.00019 -0.07423 5.37559 -0.04 0.07 -0.03
H 3.51489 0.23237 4.58279 0.04 -0.03 -0.11
H 3.83549 -0.39373 0.23819 -0.01 0.06 0.11
H 4.36509 -0.69513 -1.98501 0.10 0.00 0.00
H 3.76479 -0.85803 -4.36261 0.09 -0.01 -0.07
H 1.40809 -0.59593 -5.06541 -0.05 -0.01 -0.11
H -0.34611 -0.20483 -3.38131 -0.11 0.02 -0.02
N -2.07221 -1.48583 0.76469 0.56 0.49 0.20
C -3.17011 -0.90973 -0.02691 -0.43 0.06 -0.01
C -3.63001 0.44237 0.53639 0.23 -0.06 -0.33
C -2.88901 1.65857 -0.04071 -0.47 0.01 -0.11
N -1.78351 2.08467 0.83649 0.50 -0.68 -0.01
H -1.69731 -2.29323 0.27129 0.09 0.12 0.17
H -2.43671 -1.82753 1.65299 0.15 0.05 -0.11
H -4.02711 -1.59363 -0.05021 0.15 0.06 -0.09
H -2.80331 -0.78323 -1.04841 -0.11 -0.05 0.05
H -3.49521 0.42847 1.62259 -0.22 0.03 0.05
H -4.69461 0.55617 0.33279 0.02 0.00 0.08
H -3.60031 2.48087 -0.18591 0.15 -0.10 -0.02
H -2.45691 1.40987 -1.01301 -0.08 0.06 0.04
H -2.17431 2.42947 1.71139 0.23 -0.06 -0.02
H -1.30301 2.86737 0.39779 0.07 -0.08 0.18
```
Forces are in eV/Å.



Entry 2:
C15H38BNO15 | ωB97M-V/def2-TZVPD

Values from the calculation:
* largest force on an atom: 12.12 eV/A
* charge: 0
* HOMO-LUMO gap: 9.302 eV
* LUMO: -0.6 eV

The geometry in XYZ format:
```
70
Properties=species:S:1:pos:R:3:forces:R:3
C -3.42199 0.97656 4.66151 -2.51 -5.58 1.77
C -3.60099 1.60556 3.38551 -0.80 2.41 -3.30
C -3.16599 0.70556 2.20251 0.93 -1.44 0.97
C -3.45399 1.19556 0.83551 -3.93 -2.19 1.26
N -3.04999 0.29256 -0.25749 -0.61 1.12 -1.10
C -3.88399 -0.92444 -0.34049 -2.25 -3.55 -2.78
C -2.90799 -2.14544 -0.48249 -1.66 0.68 -2.52
C -1.69599 -1.74344 0.15651 0.97 2.91 1.32
C -1.66899 -0.18944 -0.14049 4.23 -2.66 -0.83
C -3.28099 1.08056 -1.51549 1.91 -2.92 -3.29
C -2.49099 2.26156 -1.79749 -1.32 -4.11 -5.88
C -3.21199 3.10556 -2.86249 -1.98 2.26 3.46
H -3.74199 -0.25044 4.50751 0.99 3.17 0.97
H -4.08199 1.35056 5.46651 0.69 -0.06 -0.34
H -2.37399 1.04356 4.87351 0.38 -0.47 0.89
H -2.78399 2.32156 3.58251 -0.78 1.05 -1.66
H -4.61899 2.14656 3.11451 1.97 -1.12 0.91
H -3.54299 -0.30944 2.18451 -1.02 -0.31 1.02
H -2.10599 0.41056 2.36251 -0.17 0.85 -0.31
H -3.08299 2.09456 0.75251 2.79 4.58 -1.19
H -4.56999 1.46556 0.72251 1.31 -1.09 0.06
H -4.70599 -1.07144 -1.23349 2.36 1.43 1.69
H -4.54699 -0.99144 0.47451 -0.27 0.00 1.49
H -2.73899 -2.39944 -1.55549 0.09 0.98 0.29
H -3.21599 -3.10144 -0.21849 -1.43 -1.43 1.40
H -0.82899 -2.18244 -0.24049 1.24 -0.53 -0.46
H -1.63099 -1.83744 1.20951 -0.37 -0.68 1.18
H -1.18799 -0.33944 -1.14349 -0.70 1.51 0.49
H -0.87299 0.23756 0.55751 -1.84 0.44 -0.99
H -4.27299 1.32656 -1.69649 -2.18 0.20 0.85
H -3.08199 0.41456 -2.44549 -0.18 0.20 1.82
H -1.45799 2.20356 -1.81649 2.18 -0.86 -1.36
H -2.55999 2.89056 -1.16449 -1.16 7.54 9.42
H -4.39199 3.33656 -2.75549 2.58 -0.95 0.62
H -3.16599 2.63056 -3.72049 0.65 -1.45 -4.83
H -2.76499 4.09256 -2.74549 0.11 -0.04 -1.07
O 3.94401 -2.17744 2.15251 -0.07 -0.47 0.38
C 3.44001 -1.69544 1.15851 3.90 -3.13 7.51
O 4.04401 -0.97544 0.38951 1.41 4.68 -5.48
B 2.99701 -0.47344 -0.56649 -0.05 1.05 -0.07
O 1.74701 -1.20244 -0.15149 1.06 3.71 -2.11
C 2.13401 -1.90144 0.83651 -9.03 -6.83 -0.92
O 1.37001 -2.87544 1.11551 2.61 3.19 0.33
O 3.28101 -0.77944 -1.95749 0.61 -6.50 4.78
C 3.25201 0.21956 -2.60849 -1.11 5.58 -8.71
O 3.18201 0.23756 -3.83949 0.53 -0.04 1.07
C 3.07101 1.44956 -1.79149 1.70 1.95 -1.82
O 2.89701 1.05656 -0.63849 -1.39 -4.00 6.48
O 3.23401 2.61256 -2.00149 -0.24 1.02 -1.98
O 2.39201 2.36156 -5.50449 -5.80 -4.35 -2.34
H 2.52801 1.60156 -4.94649 0.21 -0.60 0.35
H 3.00801 2.91756 -5.28849 5.58 5.12 1.92
O 1.46501 -2.24844 -4.08949 -1.62 0.09 -1.24
H 1.32001 -2.87244 -3.40349 0.13 -0.77 0.92
H 2.28801 -1.82544 -3.95449 1.42 0.71 0.28
O 6.44801 -4.42344 1.60451 0.26 -0.34 -0.55
H 6.46901 -5.38244 1.62951 0.14 -0.22 -0.26
H 6.03101 -4.22644 2.43051 -0.41 0.57 0.81
O 0.97301 -4.61144 2.93951 -0.50 -0.79 0.88
H 1.13801 -3.86744 2.38651 -0.53 0.86 -1.37
H 1.80401 -4.52544 3.39351 0.79 -0.88 1.13
O 5.14801 2.62256 0.91851 1.51 -1.31 0.29
H 5.06001 2.01856 0.17251 -0.14 0.32 0.16
H 4.45701 3.24456 0.86451 -1.31 1.06 -0.39
O 3.54801 -4.09844 4.28351 -1.64 1.67 2.09
H 3.06801 -3.30644 4.72351 1.22 -2.08 -0.83
H 3.82901 -3.67644 3.48651 0.46 0.54 -1.24
O 3.26501 5.37856 -2.15149 -3.81 -3.70 -0.36
H 2.31101 5.36056 -2.48449 1.40 1.87 0.03
H 3.01801 4.36056 -2.02549 2.51 2.12 0.31
```
Forces are in eV/Å.



Entry 3:
C4H12CsO4 | ωB97M-V/def2-TZVPD

Values from the calculation:
* largest force on an atom: 13.43 eV/A
* charge: +1
* HOMO-LUMO gap: 9.708 eV
* LUMO: -4.3 eV

The geometry in XYZ format:
```
21
Properties=species:S:1:pos:R:3:forces:R:3
Cs 14.40691 18.89079 -9.76118 0.19 10.03 8.93
C 13.66161 15.81796 -12.45275 0.38 -1.20 -0.08
C 12.85644 16.08363 -11.22782 -1.47 -0.85 -1.36
O 13.32996 17.29852 -10.64667 -4.11 -5.14 -2.26
O 13.34901 16.71752 -13.49365 0.06 0.30 0.30
H 13.48297 14.81025 -12.82788 0.03 0.06 0.04
H 14.71448 15.95005 -12.20351 -0.34 -0.75 0.24
H 12.80385 15.20263 -10.58817 0.63 0.56 0.67
H 11.83822 16.21341 -11.59456 -0.26 0.26 0.29
H 13.68060 17.83317 -11.36276 -1.05 -1.25 -1.20
H 13.65424 17.55100 -13.12792 -0.13 0.63 -0.96
C 16.93904 16.94935 -11.55067 0.98 -0.34 -2.41
C 16.64984 16.91277 -13.10477 -0.38 -0.69 1.22
O 16.70916 18.19634 -13.67216 0.62 0.34 -0.01
O 15.82856 17.47268 -10.84005 2.80 -1.85 -1.74
H 17.81599 17.59388 -11.49035 -0.01 0.21 0.46
H 17.23486 15.98273 -11.14295 -0.50 0.00 0.03
H 15.65050 16.53470 -13.32038 0.50 -0.21 -0.07
H 17.35767 16.23004 -13.57482 0.19 0.42 -0.14
H 16.17463 18.78734 -13.13681 -0.04 0.30 -0.26
H 15.56480 18.30423 -11.24075 1.91 -0.82 -1.68
```
Forces are in eV/Å.



Calculated values (kcal per mole) of energy above the lowest of the compared OMol25 structures with the same formula, charge and spin for the records, taken in order: 7.7, 55.5, 143.5.
Calculated values (g/mol) of molecular weight for the records, taken in order: 323.203, 483.273, 257.041.